Record 1
14
Properties=species:S:1:pos:R:3 method="wB97M-V/def2-TZVPD" charge=0 e_above_lowest_ev=3.906 homo_lumo_gap_ev="8.095 / 8.096" lumo_ev="0.6501 / 0.6502" homo_ev="-7.4 / -7.4"
C 0.499 -2.006 -0.167
C 0.345 -0.988 0.723
C 0.727 1.294 -0.703
C -0.675 0.041 0.445
O -0.915 1.045 1.317
S -2.021 -0.329 -0.686
H 1.123 -2.838 0.023
H 0.143 -1.798 -1.180
H 0.713 -1.151 1.768
H 1.600 1.105 -0.094
H 0.714 0.989 -1.774
H 0.225 2.182 -0.562
H -0.199 1.484 1.747
H -2.278 0.971 -0.859

Record 2
68
Properties=species:S:1:pos:R:3 method="wB97M-V/def2-TZVPD" charge=+1 homo_lumo_gap_ev=6.790 lumo_ev=-3.9112 homo_ev=-10.7
C 5.722 -0.178 0.271
C 5.631 -0.354 -1.044
C 5.077 0.687 -1.995
C 4.130 1.650 -1.321
C 4.537 2.957 -1.090
C 3.694 3.878 -0.474
Cl 4.224 5.480 -0.184
C 2.413 3.505 -0.111
C 1.398 4.372 0.527
C 0.248 4.696 -0.185
C -0.718 5.489 0.414
C -0.529 5.941 1.712
C 0.625 5.629 2.413
C 1.598 4.837 1.822
N 2.096 2.215 -0.368
F 0.846 1.847 -0.030
C 2.853 1.251 -0.923
C 2.304 -0.138 -1.082
C 1.872 -0.839 0.236
C 0.568 -1.621 0.081
S -0.904 -0.592 0.102
C -1.712 -0.883 -1.428
S -1.053 -1.609 -2.721
N -3.037 -0.365 -1.465
C -3.044 1.102 -1.565
C -4.484 1.566 -1.481
O -5.059 1.327 -0.202
C -4.402 0.305 0.534
C -3.903 -0.828 -0.349
H 5.884 -1.021 0.931
H 5.669 0.799 0.741
H 5.995 -1.273 -1.494
H 5.869 1.275 -2.465
H 4.547 0.191 -2.811
H 5.531 3.263 -1.391
H 0.094 4.328 -1.192
H -1.631 5.755 -0.103
H -1.283 6.553 2.191
H 0.779 5.989 3.422
H 2.504 4.562 2.348
H 3.133 -0.713 -1.487
H 1.491 -0.126 -1.815
H 1.789 -0.113 1.046
H 2.642 -1.551 0.536
H 0.583 -2.255 -0.804
H 0.458 -2.289 0.938
H -2.643 1.418 -2.530
H -2.462 1.581 -0.766
H -4.556 2.635 -1.687
H -5.071 1.038 -2.240
H -3.590 0.745 1.125
H -5.132 -0.100 1.236
H -3.406 -1.565 0.282
H -4.773 -1.318 -0.795
O -1.026 -3.460 2.206
C -1.643 -4.459 1.939
O -1.123 -5.304 1.035
C -1.686 -6.594 0.751
C -2.800 -6.515 -0.270
C -3.003 -4.735 2.533
H -2.001 -7.084 1.673
H -0.855 -7.174 0.355
H -3.640 -5.922 0.094
H -3.165 -7.514 -0.508
H -2.439 -6.047 -1.185
H -3.750 -4.197 1.950
H -3.010 -4.349 3.549
H -3.272 -5.786 2.569

Record 3
21
Properties=species:S:1:pos:R:3 method="wB97M-V/def2-TZVPD" charge=0 e_above_lowest_ev=2.833 homo_lumo_gap_ev="6.555 / 5.947" lumo_ev="-1.7673 / -2.0622" homo_ev="-8.3 / -8.0"
C -0.075 -1.090 1.282
C -0.519 -1.094 -1.143
C -0.370 -0.224 0.050
C 1.714 0.799 -0.536
C -0.790 1.100 0.186
O 0.471 -0.368 2.374
O -0.744 -0.382 -2.396
O 1.515 1.407 -1.672
O -0.600 1.801 1.312
Br 2.320 2.006 0.827
Br 2.881 -0.840 -0.470
Br -3.302 0.128 0.505
Br -1.313 2.398 -1.155
H -0.974 -1.736 1.751
H 0.577 -1.925 0.914
H -1.161 -1.890 -0.943
H 0.355 -1.600 -1.232
H 1.287 -0.563 2.722
H -1.593 -0.041 -2.413
H 0.729 0.858 -2.120
H -0.409 1.256 2.156

Record 4
33
Properties=species:S:1:pos:R:3 method="wB97M-V/def2-TZVPD" charge=+2 e_above_lowest_ev=0.000 homo_lumo_gap_ev=3.329 lumo_ev=-10.9178 homo_ev=-14.2
C 3.150 -1.759 0.581
C 2.729 -1.370 -0.835
O 2.186 -0.055 -0.894
Al 0.583 0.357 -0.561
C 0.376 2.390 -0.287
C -0.592 2.790 0.802
C -0.752 -0.133 -2.057
C -1.976 -0.874 -1.598
C -2.883 0.018 -0.767
F -4.190 -0.069 -1.070
C -0.129 -0.513 1.168
C 0.573 -0.353 2.501
O 0.343 -0.986 3.473
F 1.450 0.650 2.501
H 2.351 -2.258 1.148
H 4.008 -2.436 0.568
H 3.445 -0.857 1.125
H 3.597 -1.403 -1.498
H 2.012 -2.106 -1.239
H 0.102 2.789 -1.267
H 1.415 2.651 -0.052
H -0.700 3.885 0.826
H -0.250 2.502 1.802
H -1.620 2.414 0.650
H -0.179 -0.736 -2.766
H -1.051 0.794 -2.555
H -2.610 -1.215 -2.431
H -1.717 -1.812 -1.046
H -2.841 -0.303 0.316
H -2.563 1.060 -0.727
H -0.278 -1.615 1.049
H -1.086 0.021 1.355
La -2.903 -1.469 1.786

Record 5
17
Properties=species:S:1:pos:R:3 method="wB97M-V/def2-TZVPD" charge=0 e_above_lowest_ev=0.623 smiles="CNC=C(C)C" homo_lumo_gap_ev=8.584 lumo_ev=1.0813 homo_ev=-7.5
C -2.727 0.184 0.121
N -1.455 -0.305 -0.356
C -0.337 0.499 -0.188
C 0.922 0.080 -0.052
C 1.297 -1.375 0.029
C 2.065 1.051 -0.015
H -3.521 -0.453 -0.266
H -2.880 1.196 -0.255
H -2.803 0.209 1.218
H -1.289 -1.275 -0.124
H -0.555 1.557 -0.244
H 1.311 -1.832 -0.962
H 0.593 -1.936 0.645
H 2.288 -1.484 0.464
H 1.713 2.075 -0.106
H 2.618 0.957 0.922
H 2.762 0.851 -0.830

Record 6
75
Properties=species:S:1:pos:R:3 method="wB97M-V/def2-TZVPD" charge=+1 homo_lumo_gap_ev="7.085 / 4.852" lumo_ev="-2.7295 / -3.8046" homo_ev="-9.8 / -8.7" spin_multiplicity=7
C -1.972 -1.176 4.851
C -2.449 -0.580 3.640
C -2.956 -1.622 2.795
H -2.441 0.488 3.401
C -2.775 -2.864 3.486
C -2.159 -2.583 4.747
H -1.937 -3.313 5.527
H -1.577 -0.639 5.723
H -3.425 -1.478 1.816
H -3.114 -3.842 3.137
Eu -0.222 -1.789 2.775
Si -0.878 -0.739 -2.688
C -0.366 0.780 -3.758
C 0.906 0.898 -4.354
H 1.616 0.061 -4.310
C 1.264 2.036 -5.082
H 2.275 2.135 -5.472
C 0.321 3.033 -5.327
H 0.604 3.950 -5.850
C -0.999 2.827 -4.923
H -1.770 3.547 -5.198
C -1.342 1.698 -4.174
H -2.395 1.504 -3.955
C -0.089 -2.071 -3.734
C -0.328 -2.077 -5.120
H -1.072 -1.404 -5.550
C 0.430 -2.876 -5.980
H 0.245 -2.844 -7.052
C 1.442 -3.695 -5.467
H 2.076 -4.278 -6.141
C 1.616 -3.763 -4.082
H 2.368 -4.425 -3.659
C 0.844 -2.972 -3.222
H 1.013 -3.037 -2.146
H -2.367 -0.884 -2.853
Si 1.474 1.656 -0.428
C 1.125 -0.217 -0.649
C -0.318 -0.703 -0.843
H -1.007 0.035 -0.415
C -0.680 -2.020 -0.240
H -1.754 -2.197 -0.073
C 0.288 -2.857 0.285
H 0.008 -3.810 0.755
C 1.634 -2.420 0.363
H 2.382 -3.093 0.800
C 2.021 -1.166 -0.147
H 3.106 -0.939 -0.097
C -0.032 2.802 -0.731
C -1.220 2.575 -0.016
H -1.301 1.724 0.659
C -2.328 3.429 -0.138
H -3.270 3.173 0.356
C -2.254 4.565 -0.949
H -3.083 5.277 -0.974
C -1.132 4.747 -1.753
H -1.127 5.573 -2.483
C -0.044 3.869 -1.651
H 0.779 3.976 -2.363
H 2.784 2.179 -0.739
Cl 1.523 1.475 1.647
O 1.808 -2.307 4.141
C 2.522 -1.356 4.997
C 1.705 -0.106 5.170
C 1.872 0.736 6.284
C 1.207 1.961 6.300
C 0.386 2.294 5.219
C 0.104 1.305 4.275
N 0.783 0.139 4.230
H 2.328 -3.130 4.078
H 2.682 -1.824 5.978
H 3.500 -1.140 4.533
H 2.517 0.384 7.091
H 1.333 2.654 7.129
H -0.063 3.279 5.099
H -0.642 1.471 3.495

no.,total energy (hartree)
1,-630.49139
2,-2701.84029
3,-10792.17608
4,-977.13472
5,-251.83964
6,-3233.34625